This record from OMol25 describes 10 unconnected molecules or ions with the total composition C29H83N6O13S. The level of theory is wB97M-V/def2-TZVPD.

Summary:
Net charge ... +1
LUMO ... -5.712 eV
M ... 756.08 g/mol
2S+1 ... 1
Energy relative to the best compared isomer or geometry (same formula, charge and spin) ... 0.0 kJ/mol
Gap between HOMO and LUMO ... 4.57 eV

Geometry (Å):
O: -1.7458 -3.6906 1.4953
H: -0.9911 -3.0717 1.1730
H: -2.6098 -3.3498 1.2320
H: -1.7847 -3.7588 2.4658
O: -3.2993 -0.6588 3.1972
H: -2.3597 -0.4827 2.7550
H: -3.9102 -1.0369 2.5482
H: -3.0740 -1.3693 3.8293
O: -3.5177 -0.3466 -1.3114
H: -3.8183 -0.9969 -0.6708
H: -2.6236 0.0669 -0.9928
H: -3.2411 -0.7711 -2.1533
S: -0.4521 -0.3982 0.7428
O: -1.3223 0.1820 -0.2892
O: -0.2916 -1.8631 0.5314
O: 0.8424 0.2887 0.8035
O: -1.0599 -0.2820 2.1132
C: -0.0122 4.8617 1.4803
C: 1.0524 3.8493 1.0388
C: 2.4887 4.3845 1.0784
O: 2.6965 5.4917 0.1912
C: 4.0679 5.8360 0.2314
N: 0.9961 2.6548 1.9251
H: -1.0115 4.4658 1.2881
H: 0.0860 5.8095 0.9517
H: 0.0797 5.0220 2.5569
H: 0.7685 3.5319 0.0296
H: 3.1565 3.5408 0.8888
H: 2.6610 4.7098 2.1084
H: 4.4209 6.0499 1.2398
H: 4.2055 6.7239 -0.3944
H: 4.7527 5.2098 -0.3528
H: 1.1610 1.8326 1.3234
H: 0.0243 2.6825 2.2127
C: 2.1408 -3.5903 -1.9033
C: 0.6735 -4.0146 -1.9923
C: 0.2033 -4.9920 -0.9259
O: 0.7992 -6.2875 -1.1280
C: 0.4863 -7.2250 -0.1226
N: -0.1908 -2.8073 -1.9403
H: 2.3026 -2.5413 -2.1483
H: 2.8445 -4.1944 -2.4736
H: 2.4215 -3.6762 -0.8482
H: 0.5940 -4.5214 -2.9573
H: -0.8704 -5.1948 -0.9621
H: 0.6324 -4.6644 0.0285
H: -0.5285 -7.1450 0.2808
H: 1.1902 -7.0983 0.7048
H: 0.6083 -8.1945 -0.6020
H: 0.3436 -2.0054 -2.2727
H: -0.1904 -2.5195 -0.9382
C: 1.5793 -4.5766 2.6606
C: 0.5998 -5.0861 3.7433
C: 1.2889 -6.1047 4.6054
O: 0.4254 -6.7622 5.4948
C: 0.9670 -7.9399 6.0624
N: 0.2552 -3.9250 4.5843
H: 2.4727 -4.1865 3.1464
H: 1.1276 -3.7414 2.1253
H: 1.8133 -5.4753 2.0906
H: -0.2907 -5.5524 3.3040
H: 2.0735 -5.5720 5.1549
H: 1.7538 -6.8139 3.9113
H: 1.2616 -8.6160 5.2579
H: 0.2459 -8.4335 6.7119
H: 1.7922 -7.6893 6.7347
H: -0.6486 -3.5579 4.2888
H: 0.0168 -4.2315 5.5254
C: 3.8852 -1.6402 0.6618
C: 4.5894 -0.3481 0.3050
C: 4.6062 -0.0644 -1.2295
O: 5.3368 -0.9894 -2.0247
C: 6.7039 -1.1052 -1.6763
N: 3.7670 0.7032 0.9405
H: 4.3758 -2.4942 0.1816
H: 2.9159 -1.6817 0.1576
H: 3.8220 -1.8401 1.7290
H: 5.5449 -0.4803 0.8138
H: 4.9393 0.9440 -1.5003
H: 3.5764 -0.1395 -1.5866
H: 7.2261 -0.2101 -2.0300
H: 7.1542 -1.9156 -2.2484
H: 6.8413 -1.2748 -0.6093
H: 4.0277 1.5440 0.4291
H: 2.7829 0.5790 0.7141
C: 0.6509 0.9159 -4.3403
C: 1.4130 0.9446 -3.0249
C: 1.4768 2.2842 -2.3273
O: 2.0075 3.2824 -3.1798
C: 2.5265 4.3793 -2.4609
N: 0.8634 -0.0411 -2.0717
H: 0.8793 -0.0078 -4.8742
H: 0.9571 1.6883 -5.0470
H: -0.4350 1.0222 -4.2745
H: 2.3647 0.4550 -3.2469
H: 1.9096 2.2051 -1.3223
H: 0.4575 2.5884 -2.0400
H: 1.6922 4.9048 -1.9932
H: 2.9156 5.1378 -3.1448
H: 3.3644 4.0999 -1.8224
H: -0.1257 0.1965 -1.9706
H: 1.1277 0.1433 -1.1045
C: -4.1372 4.6969 0.5105
C: -4.3523 3.2295 0.0905
C: -5.8591 3.0580 -0.0873
C: -6.4564 3.5298 -1.4576
C: -5.5869 2.9248 -2.5484
C: -4.0996 3.2806 -2.4257
N: -3.6525 2.7909 -1.1449
O: -2.2707 2.8761 -0.9788
C: -3.3621 2.4520 -3.5077
C: -3.8970 4.7318 -2.7855
C: -3.9159 2.3067 1.2207
H: -4.4840 4.8020 1.5392
H: -4.7020 5.4449 -0.0443
H: -3.0757 4.9350 0.4365
H: -6.2721 2.0732 0.1559
H: -6.4165 3.6364 0.6562
H: -6.5589 4.6151 -1.4822
H: -7.4662 3.1316 -1.5616
H: -5.9709 3.1889 -3.5351
H: -5.7948 1.8605 -2.4014
H: -3.6685 2.6340 -4.5393
H: -2.2939 2.6747 -3.5085
H: -3.4899 1.3709 -3.3973
H: -4.5552 5.4354 -2.2712
H: -2.9258 5.1467 -2.4965
H: -3.9313 4.9533 -3.8519
H: -4.3579 2.6433 2.1602
H: -2.8461 2.2054 1.4133
H: -4.2994 1.2889 1.0701
H: -1.9706 2.1161 -0.4781

This record from OMol25 describes C6H15B in the gas phase. The level of theory is wB97M-V/def2-TZVPD.

Summary:
Net charge ... 0
SMILES string ... CCCB(C)CC
LUMO ... 0.701 eV
M ... 98.00 g/mol
2S+1 ... 1
Energy relative to the best compared isomer or geometry (same formula, charge and spin) ... 79.1 kJ/mol
Gap between HOMO and LUMO ... 10.80 eV

Geometry (Å):
C: -2.9857 -0.3456 -0.8288
C: -1.6817 -0.6258 -0.1113
C: -0.8616 0.6915 0.2163
B: 0.7137 0.5894 0.5922
C: 1.3618 1.7223 1.4712
C: 1.5178 -0.7266 0.3084
C: 2.2125 -0.8681 -1.0368
H: -2.8472 0.0559 -1.7835
H: -3.6493 0.2304 -0.2961
H: -3.4472 -1.3361 -0.8941
H: -1.9677 -1.1922 0.8454
H: -1.0023 -1.1905 -0.7533
H: -0.9207 1.1673 -0.7891
H: -1.3122 1.4386 0.9206
H: 2.3714 1.4377 1.5879
H: 1.2545 2.6259 1.0076
H: 0.8603 1.9745 2.3897
H: 0.7577 -1.5738 0.3148
H: 2.3574 -1.0005 1.0643
H: 2.8309 -1.8004 -1.0189
H: 2.9209 -0.2218 -1.3204
H: 1.5166 -1.0521 -1.8861

- What is the formula in the first record?
  C29H83N6O13S